No. 1
A structure of composition C42H33AsINO2PPt, computed with the ωB97M-V functional and the def2-TZVPD basis.

XYZ file:
```
82
C42H33AsINO2PPt, DFT the ωB97M-V functional and the def2-TZVPD basis
Pt -0.82 0.09 0.28
O -0.94 2.81 -0.45
C -1.12 2.06 0.47
C -1.51 2.61 1.82
C -1.67 3.97 2.02
C -1.91 4.44 3.30
C -1.97 3.55 4.37
C -1.84 2.19 4.17
C -1.63 1.72 2.88
P -1.54 0.01 2.36
C -3.15 -0.75 2.64
C -3.35 -2.03 2.14
C -4.57 -2.66 2.31
C -5.60 -2.01 2.98
C -5.41 -0.74 3.47
C -4.18 -0.10 3.31
C -0.38 -0.79 3.51
C 0.95 -0.39 3.44
C 1.89 -0.95 4.29
C 1.50 -1.92 5.20
C 0.18 -2.33 5.27
C -0.76 -1.76 4.43
H -1.60 4.64 1.17
H -2.03 5.49 3.47
H -2.13 3.93 5.37
H -1.90 1.51 5.00
H -2.56 -2.53 1.60
H -4.73 -3.66 1.91
H -6.55 -2.50 3.11
H -6.21 -0.23 3.99
H -4.05 0.90 3.69
H 1.25 0.37 2.73
H 2.92 -0.63 4.24
H 2.24 -2.36 5.87
H -0.12 -3.08 5.99
H -1.80 -2.08 4.49
I -2.74 -2.20 -1.39
C -0.92 -2.88 -0.64
C -0.51 -4.19 -0.87
C 0.66 -4.63 -0.29
C 1.39 -3.76 0.50
C 0.92 -2.48 0.68
N -0.21 -2.04 0.11
H -1.12 -4.83 -1.49
H 0.99 -5.65 -0.46
H 2.31 -4.07 0.98
H 1.46 -1.76 1.28
O -0.37 0.20 -1.80
As 0.98 0.69 -2.68
C 2.48 -0.41 -2.21
C 2.30 -1.79 -2.11
C 3.36 -2.60 -1.75
C 4.60 -2.04 -1.49
C 4.78 -0.67 -1.59
C 3.72 0.15 -1.95
C 1.49 2.51 -2.46
C 1.70 3.00 -1.18
C 2.06 4.32 -1.00
C 2.15 5.16 -2.11
C 1.92 4.68 -3.38
C 1.58 3.35 -3.56
C 0.50 0.36 -4.50
C -0.78 0.70 -4.91
C -1.16 0.49 -6.22
C -0.26 -0.07 -7.12
C 1.02 -0.41 -6.71
C 1.40 -0.20 -5.39
H 1.32 -2.22 -2.32
H 3.22 -3.67 -1.68
H 5.42 -2.68 -1.21
H 5.75 -0.24 -1.38
H 3.87 1.22 -2.03
H 1.84 2.30 -0.35
H 2.24 4.71 -0.01
H 2.42 6.20 -1.97
H 2.00 5.34 -4.24
H 1.38 2.97 -4.55
H -1.48 1.13 -4.19
H -2.16 0.76 -6.55
H -0.56 -0.23 -8.15
H 1.71 -0.85 -7.41
H 2.40 -0.47 -5.07
```

Properties
HOMO-LUMO gap ... 8.47 eV
ΔE to the lowest compared entry with this formula, charge and spin ... 0.0 kcal per mole
Net charge ... +1
Highest occupied orbital energy ... -10.720 eV

The Mulliken scheme yields these atomic charges, measured in e: 0.9280 -0.5998 -0.0852 -0.1280 -0.4785 -0.6830 -0.6776 -0.1805 0.2698 1.1232 0.1607 -0.3074 -0.9615 -0.5720 -0.7571 -0.5557 0.7833 -0.6672 -0.5012 -0.6096 -0.6939 -0.6356 0.5768 0.4258 0.4499 0.5554 0.6740 0.4597 0.4041 0.4333 0.4326 0.3917 0.4642 0.4251 0.4468 0.4575 0.1290 -0.1510 -0.7047 -0.3013 -1.2085 -0.0337 0.4230 0.5459 0.4624 0.5176 0.4413 -0.1578 1.5757 0.0938 -0.2383 -0.7084 -0.6923 -0.6814 -0.5333 0.0314 -0.0027 -0.7681 -0.5742 -0.6751 -0.5395 -0.2308 -0.2524 -0.6748 -0.4870 -0.6971 -0.3628 0.4930 0.5505 0.4363 0.4380 0.4328 0.5668 0.4398 0.4061 0.4162 0.4162 0.4124 0.4188 0.4006 0.4215 0.4380

No. 2
A structure of composition C42H33BrIN5O2PRh, computed with the ωB97M-V functional and the def2-TZVPD basis.

XYZ file:
```
86
C42H33BrIN5O2PRh, DFT the ωB97M-V functional and the def2-TZVPD basis
Rh 0.55 -0.85 -0.46
Br 8.04 -0.96 -0.28
C 6.19 -0.58 -0.33
C 5.75 0.74 -0.18
C 4.41 1.04 -0.21
C 3.44 0.03 -0.38
O 2.19 0.38 -0.43
C 3.90 -1.31 -0.52
C 3.02 -2.42 -0.71
N 1.73 -2.43 -0.68
C 0.99 -3.62 -0.89
C 1.51 -4.90 -0.83
C 0.69 -5.99 -1.08
C -0.65 -5.78 -1.37
C -1.19 -4.50 -1.39
C -2.61 -4.26 -1.59
C -3.09 -3.02 -1.54
C -2.23 -1.82 -1.26
N -0.80 -2.09 -1.09
C -0.36 -3.40 -1.14
C 5.28 -1.59 -0.50
H 6.48 1.53 -0.06
H 4.07 2.06 -0.13
H 3.52 -3.36 -0.92
H 2.55 -5.08 -0.57
H 1.09 -6.99 -1.03
H -1.31 -6.63 -1.55
H -3.27 -5.10 -1.74
H -4.16 -2.84 -1.60
H -2.59 -1.41 -0.31
H 5.62 -2.61 -0.61
I 0.86 1.55 -3.16
C 1.17 3.11 -1.79
C 2.32 3.83 -2.02
C 2.57 5.04 -1.36
C 1.60 5.56 -0.55
C 0.39 4.85 -0.32
C -0.65 5.50 0.40
C -1.85 4.88 0.58
C -1.99 3.54 0.20
C -0.98 2.84 -0.43
P -1.19 1.04 -0.51
C -2.29 0.71 -1.94
C -2.79 1.69 -2.74
C -3.60 1.38 -3.84
C -3.92 0.06 -4.18
C -3.39 -0.96 -3.43
C -2.46 -0.70 -2.33
C -2.37 0.76 0.85
C -3.71 0.43 0.70
C -4.53 0.29 1.81
C -4.03 0.52 3.08
C -2.70 0.91 3.24
C -1.88 1.03 2.14
C 0.20 3.54 -0.85
H 3.03 3.48 -2.76
H 3.48 5.58 -1.55
H 1.71 6.53 -0.10
H -0.48 6.50 0.76
H -2.67 5.38 1.08
H -2.91 3.04 0.48
H -2.61 2.73 -2.51
H -3.98 2.19 -4.45
H -4.56 -0.15 -5.02
H -3.56 -1.99 -3.69
H -1.52 -0.80 -2.98
H -4.14 0.33 -0.29
H -5.57 0.02 1.67
H -4.68 0.42 3.94
H -2.32 1.14 4.22
H -0.86 1.38 2.26
C 1.78 -0.06 4.94
N 1.23 -0.66 3.73
C 0.48 -1.89 3.71
C 0.12 -2.02 2.24
O -0.59 -2.84 1.72
N 0.75 -0.97 1.57
C 1.36 -0.19 2.49
N 1.97 0.95 2.18
H 1.15 -0.35 5.78
H 1.76 1.02 4.87
H 2.80 -0.40 5.13
H -0.43 -1.84 4.32
H 1.07 -2.75 4.03
H 2.11 1.11 1.18
H 2.51 1.44 2.87
```

Properties
HOMO-LUMO gap (spin up / spin down) ... 4.91 / 4.91 eV
ΔE to the lowest compared entry with this formula, charge and spin ... 22.3 kcal per mole
Net charge ... +2
Highest occupied orbital energy (spin up / spin down) ... -12.263 / -12.264 eV

The Mulliken scheme yields these atomic charges, measured in e: -0.2770 -0.1476 -0.5147 -0.5387 -0.4334 0.2291 0.3922 -0.0092 0.0838 0.2525 0.4130 -0.8103 -1.2526 -0.8487 1.1107 -1.2935 -1.5475 0.8841 0.8273 -0.1064 -0.9042 0.4823 0.4531 0.3104 0.4248 0.4202 0.4688 0.4864 0.7007 0.1270 0.5477 0.1748 0.2279 -0.5860 -0.9156 -0.8327 0.6141 -0.8040 -1.3367 -0.1847 0.4286 2.3326 -0.1091 -1.4581 -0.5763 -1.1728 -0.2162 0.8511 0.0610 0.1798 -0.8967 -0.9129 -0.7102 -0.2588 0.1952 0.4717 0.4781 0.4458 0.4636 0.4508 0.6093 0.4743 0.5282 0.4797 0.6563 0.0590 0.4163 0.4968 0.4475 0.5366 0.5366 -1.0884 0.0959 -0.5148 -0.1077 -0.5353 0.8931 -0.2276 -0.0643 0.3563 0.3859 0.3220 0.3907 0.3683 -0.1001 0.2510

No. 3
A structure of composition C42H33BrN5PRu, computed with the ωB97M-V functional and the def2-TZVPD basis.

XYZ file:
```
83
C42H33BrN5PRu, DFT the ωB97M-V functional and the def2-TZVPD basis
Ru 0.34 -1.51 -0.38
C 3.42 -1.46 -5.24
C 2.35 -2.31 -5.49
C 1.57 -2.77 -4.44
C 1.86 -2.35 -3.15
C 2.92 -1.49 -2.89
C 3.71 -1.05 -3.95
N 1.10 -2.78 -2.03
N 0.47 -3.85 -2.20
C -0.37 -4.21 -1.13
C -0.92 -5.48 -1.11
C -1.73 -5.82 -0.04
C -1.98 -4.87 0.94
C -1.41 -3.62 0.84
N -0.61 -3.30 -0.19
H 4.03 -1.11 -6.06
H 2.13 -2.62 -6.50
H 0.73 -3.43 -4.62
H 3.12 -1.19 -1.87
H 4.54 -0.39 -3.76
H -0.69 -6.17 -1.91
H -2.17 -6.81 0.02
H -2.62 -5.10 1.78
H -1.58 -2.84 1.56
N 1.35 0.22 -0.60
C 1.92 1.21 -0.71
C 2.65 2.43 -0.86
C 4.00 2.38 -1.21
C 4.69 3.57 -1.36
C 4.05 4.79 -1.16
C 2.70 4.82 -0.82
C 1.99 3.64 -0.67
H 4.49 1.43 -1.35
H 5.74 3.55 -1.62
H 4.60 5.71 -1.28
H 2.20 5.77 -0.68
H 0.94 3.66 -0.42
N -1.33 -0.65 -0.07
P -1.86 0.72 0.53
C -1.28 1.06 2.20
C -0.03 1.66 2.38
C 0.48 1.83 3.65
C -0.25 1.40 4.76
C -1.49 0.80 4.58
C -2.01 0.63 3.30
C -3.67 0.63 0.61
C -4.27 -0.61 0.44
C -5.65 -0.74 0.52
C -6.43 0.38 0.78
C -5.83 1.62 0.95
C -4.46 1.75 0.86
C -1.53 2.25 -0.39
C -1.59 3.51 0.20
C -1.44 4.66 -0.56
C -1.22 4.55 -1.93
C -1.14 3.30 -2.53
C -1.31 2.15 -1.77
H 0.54 1.98 1.52
H 1.45 2.29 3.79
H 0.15 1.53 5.75
H -2.06 0.47 5.44
H -2.98 0.17 3.17
H -3.64 -1.47 0.23
H -6.11 -1.71 0.38
H -7.50 0.28 0.84
H -6.44 2.49 1.14
H -4.01 2.73 0.98
H -1.75 3.60 1.27
H -1.50 5.63 -0.09
H -1.10 5.45 -2.53
H -0.97 3.22 -3.59
H -1.26 1.17 -2.23
Br 3.85 -2.96 5.09
C 2.79 -2.54 3.58
C 1.56 -1.93 3.76
C 0.78 -1.62 2.65
C 1.22 -1.91 1.37
C 2.46 -2.55 1.22
C 3.25 -2.86 2.32
H 1.21 -1.70 4.75
H -0.18 -1.15 2.82
H 2.82 -2.81 0.23
H 4.21 -3.35 2.19
```

Properties
2S+1 ... 2
HOMO-LUMO gap (spin up / spin down) ... 6.18 / 5.94 eV
ΔE to the lowest compared entry with this formula, charge and spin ... 0.0 kcal per mole
Net charge ... +1
Highest occupied orbital energy (spin up / spin down) ... -10.146 / -10.040 eV

The Mulliken scheme yields these atomic charges, measured in e: -0.2980 -0.4634 -0.6260 -0.4263 0.2877 0.1295 -0.8993 0.9360 -0.9123 0.0968 -0.4746 -0.3805 -0.9762 -0.0497 0.5501 0.4014 0.3835 0.4700 0.3222 0.3705 0.5616 0.4055 0.4807 0.3865 -0.1054 0.2024 0.2810 -0.6680 -0.6808 -0.4603 -0.7988 0.0635 0.5456 0.4208 0.4144 0.4502 0.7571 -0.6453 1.8007 -0.3230 0.4330 -0.7145 -0.6776 -0.6303 -0.5870 0.1269 -0.2316 -0.7119 -0.5071 -0.7830 -0.5615 0.9739 -0.4618 -0.9806 -0.5773 -0.7077 -0.5929 0.1718 0.4654 0.4240 0.4468 0.4686 0.2554 0.4340 0.3910 0.4333 0.3514 0.4183 0.4300 0.4581 0.4753 0.3752 -0.1933 -0.1511 -0.7620 0.0010 1.0622 -0.2408 -0.6760 0.5175 0.2998 0.3462 0.4594

No. 4
A structure of composition C42H33Co2NO5PS, computed with the ωB97M-V functional and the def2-TZVPD basis.

XYZ file:
```
85
C42H33Co2NO5PS, DFT the ωB97M-V functional and the def2-TZVPD basis
C 4.15 -0.20 2.88
S 2.69 0.12 1.85
C 2.66 -1.43 0.88
C 1.37 -0.14 2.93
C 0.06 -0.32 2.41
C -0.89 -1.23 2.97
C -2.04 -1.55 2.26
C -2.35 -0.88 1.06
C -3.56 -1.21 0.34
N -4.56 -1.46 -0.22
C -1.49 0.11 0.56
C -0.30 0.37 1.21
H 3.99 0.29 3.85
H 4.27 -1.29 2.99
H 5.01 0.26 2.37
H 1.73 -1.47 0.29
H 3.53 -1.39 0.21
H 2.72 -2.29 1.56
H 1.70 -0.47 3.92
H -0.65 -1.71 3.92
H -2.72 -2.32 2.65
H -1.75 0.66 -0.35
H 0.38 1.13 0.81
O 3.36 4.72 7.71
C 2.82 3.70 7.79
Co 1.99 2.16 7.90
C 2.52 1.29 6.50
O 2.80 0.75 5.51
C 3.05 1.64 9.22
O 3.85 1.40 10.02
C 0.37 2.59 8.45
C 0.40 2.32 7.05
C -0.21 2.56 5.83
C 0.40 3.47 4.85
C 0.43 4.89 4.94
C 0.98 5.65 3.90
C 1.63 5.02 2.83
C 1.70 3.63 2.79
C 1.01 2.88 3.73
Co 0.07 0.78 8.15
C 0.44 -0.45 6.96
O 0.55 -1.30 6.17
C -1.63 0.83 8.50
O -2.76 0.81 8.74
P 0.71 -0.36 9.87
C 2.08 -1.55 9.78
C 2.14 -2.60 10.71
C 3.16 -3.55 10.63
C 4.14 -3.44 9.64
C 4.04 -2.42 8.68
C 3.01 -1.48 8.74
C 1.02 0.66 11.36
C 2.06 0.37 12.25
C 2.22 1.12 13.41
C 1.29 2.11 13.73
C 0.29 2.45 12.82
C 0.17 1.75 11.62
C -0.65 -1.48 10.40
C -1.19 -1.46 11.68
C -2.27 -2.29 12.00
C -2.78 -3.18 11.05
C -2.19 -3.26 9.79
C -1.13 -2.40 9.45
H -0.14 3.37 8.99
H -1.25 2.20 5.70
H -0.01 5.36 5.82
H 0.91 6.74 3.92
H 2.11 5.61 2.04
H 2.30 3.13 2.02
H 0.91 1.80 3.67
H 1.38 -2.69 11.49
H 3.17 -4.38 11.33
H 4.97 -4.14 9.61
H 4.78 -2.35 7.88
H 2.91 -0.71 7.97
H 2.74 -0.46 12.03
H 3.07 0.92 14.07
H 1.34 2.62 14.70
H -0.42 3.26 13.04
H -0.59 2.04 10.89
H -0.79 -0.78 12.43
H -2.72 -2.23 13.00
H -3.63 -3.82 11.30
H -2.56 -3.97 9.04
H -0.70 -2.44 8.45
```

Properties
HOMO-LUMO gap ... 3.90 eV
ΔE to the lowest compared entry with this formula, charge and spin ... 20.5 kcal per mole
Net charge ... -1
Highest occupied orbital energy ... -2.036 eV

The Mulliken scheme yields these atomic charges, measured in e: -0.6925 0.4691 -1.1403 -0.8292 0.9750 -0.6470 -0.5767 0.4580 0.0501 -0.6264 -0.7777 -0.2372 0.0485 0.3591 0.4370 0.3179 0.4171 0.3305 0.4118 0.4239 0.4119 0.4043 0.3235 -0.4431 -0.0827 0.7060 -0.3374 -0.4928 0.8132 -0.4302 -0.9496 1.0411 -0.8818 -0.2013 -0.2638 -0.6602 -0.5343 -0.5289 0.3987 0.7850 0.1732 -0.5205 -0.1769 -0.4792 1.5773 0.1423 -0.3790 -0.6299 -0.6658 -0.9335 0.3024 -0.2965 -0.3770 -0.6921 -0.5633 -0.8005 -0.3698 0.1171 0.0271 -0.6882 -0.5330 -0.6896 -0.4034 0.3811 0.2885 0.4032 0.3416 0.3531 0.2735 0.4391 0.4491 0.3919 0.3570 0.4386 -0.0724 0.4125 0.3925 0.3505 0.4153 0.2055 0.3032 0.3915 0.3474 0.3831 0.3645

No. 5
A structure of composition C42H33CsF3GeN4O3S2, computed with the ωB97M-V functional and the def2-TZVPD basis.

XYZ file:
```
89
C42H33CsF3GeN4O3S2, DFT the ωB97M-V functional and the def2-TZVPD basis
Cs 0.86 -0.96 0.40
N 4.25 3.55 0.02
C 3.35 2.55 0.34
S 3.56 1.05 -0.46
N 2.46 2.97 1.22
N 1.52 2.06 1.61
C 0.67 2.50 2.47
C 0.65 3.88 3.03
C 0.55 4.06 4.41
C 0.52 5.33 4.96
C 0.58 6.45 4.14
C 0.68 6.28 2.77
C 0.72 5.01 2.22
C -0.36 1.56 2.99
C -1.63 2.03 3.32
C -2.59 1.15 3.79
C -2.25 -0.19 3.92
C -0.97 -0.58 3.56
N -0.04 0.26 3.11
H 5.10 3.22 -0.40
H 4.31 4.29 0.70
H 0.49 3.19 5.05
H 0.45 5.45 6.04
H 0.56 7.45 4.57
H 0.73 7.15 2.12
H 0.82 4.88 1.15
H -1.87 3.08 3.18
H -3.59 1.49 4.02
H -2.97 -0.93 4.25
H -0.68 -1.62 3.62
C -0.26 2.11 -5.64
C 0.03 2.48 -4.31
C -0.16 1.59 -3.30
C -0.66 0.28 -3.54
C -0.90 -0.63 -2.46
C -1.35 -1.89 -2.78
C -1.59 -2.27 -4.12
C -1.41 -1.39 -5.15
C -0.92 -0.09 -4.89
C -0.72 0.86 -5.92
H -0.11 2.83 -6.45
H 0.41 3.47 -4.10
H 0.07 1.85 -2.27
H -1.54 -2.62 -2.00
H -1.96 -3.27 -4.33
H -1.63 -1.68 -6.17
H -0.94 0.56 -6.94
C -3.56 5.22 0.16
C -2.29 4.71 0.39
C -1.99 3.39 0.05
C -2.95 2.55 -0.52
C -4.22 3.09 -0.76
C -4.52 4.40 -0.43
Ge -2.51 0.63 -0.96
C -3.78 0.38 -2.49
C -4.65 -0.71 -2.56
C -5.48 -0.91 -3.65
C -5.47 -0.01 -4.71
C -4.62 1.09 -4.66
C -3.79 1.27 -3.56
C -3.53 -0.34 0.47
C -4.55 0.24 1.23
C -5.26 -0.50 2.17
C -4.95 -1.84 2.39
C -3.93 -2.43 1.66
C -3.23 -1.68 0.71
H -3.80 6.24 0.42
H -1.54 5.33 0.85
H -0.99 3.01 0.24
H -4.97 2.47 -1.23
H -5.52 4.79 -0.62
H -4.67 -1.43 -1.75
H -6.13 -1.78 -3.68
H -6.11 -0.17 -5.57
H -4.59 1.79 -5.49
H -3.12 2.13 -3.55
H -4.81 1.28 1.08
H -6.06 -0.03 2.73
H -5.50 -2.41 3.12
H -3.65 -3.46 1.82
H -2.43 -2.17 0.16
F 1.39 -4.83 -1.46
C 0.67 -5.57 -0.61
F 1.47 -6.56 -0.17
F -0.32 -6.14 -1.30
S 0.03 -4.55 0.79
O -0.70 -5.51 1.59
O -0.78 -3.56 0.11
O 1.24 -4.02 1.38
```

Properties
2S+1 ... 2
HOMO-LUMO gap (spin up / spin down) ... 4.43 / 6.39 eV
ΔE to the lowest compared entry with this formula, charge and spin ... 5.1 kcal per mole
Net charge ... -2
Highest occupied orbital energy (spin up / spin down) ... -0.641 / -2.610 eV

The Mulliken scheme yields these atomic charges, measured in e: 1.4804 -0.4809 0.2808 -0.5752 -0.6937 0.2234 -0.2925 0.1883 -0.2120 -0.8084 -0.3735 -0.6083 -0.2157 0.5907 -0.3319 -0.6294 -0.3900 -0.5656 -0.6283 0.2110 0.2286 0.4653 0.3758 0.3670 0.3709 0.6407 0.4197 0.3716 0.4809 0.5110 -0.4485 -0.8110 -0.0845 -0.4706 0.1317 0.0179 -1.0242 -0.8598 1.1556 -0.8990 0.3558 0.3957 0.7188 0.4324 0.4186 0.2711 0.3396 -0.6846 -0.1406 -0.6859 -0.2671 -0.0120 -0.6494 0.3076 -0.1982 -0.2583 -0.5902 -0.5223 -0.7140 0.0437 0.1071 -0.2360 -0.4415 -0.6688 -0.4542 0.3043 0.3719 0.2323 0.4360 0.4532 0.3760 0.2764 0.3585 0.3149 0.3610 0.3509 0.2511 0.3599 0.3183 0.4361 -0.0588 -0.2312 0.5895 -0.2442 -0.2441 1.0443 -0.7163 -0.5834 -0.7323

Values of max |F|, in order: 1.392; 0.901; 0.805; 5.572; 0.206, all in eV/A.